Density functional theory data (ωB97M-V/def2-TZVPD) for a cluster of 2 separate species, C3H2Br4F2 in total at a distorted geometry.

Each atom is followed by the atoms it is bonded to, with distances in Å.
Atoms and positions in Å:
1 C 1.73 0.30 0.04  C2 1.469, Br6 1.911, Br7 1.991, H10 1.226
2 C 0.40 -0.21 -0.32  C1 1.469, F4 1.335, H11 1.153
3 C -2.08 -0.20 0.49  F5 1.366, Br8 1.827, Br9 1.839
4 F -0.07 0.31 -1.46  C2 1.335
5 F -2.04 -0.90 1.66  C3 1.366
6 Br 1.56 2.19 0.28  C1 1.911
7 Br 3.18 -0.19 -1.24  C1 1.991
8 Br -2.57 -1.32 -0.87  C3 1.827
9 Br -2.60 1.55 0.70  C3 1.839
10 H 2.22 -0.19 1.05  C1 1.226
11 H 0.26 -1.35 -0.33  C2 1.153

- HOMO energy (spin up / spin down) (eV) = -8.72 / -9.17
- relative energy (zero: lowest compared OMol25 entry of this formula, charge and spin) (kcal/mol) = 78.81
- E (eV) = -288743.94231
- Kohn-Sham gap (spin up / spin down) (eV) = 7.704 / 8.344
- strongest force on any atom (eV Å⁻¹) = 3.65

Density functional theory data (ωB97M-V/def2-TZVPD) for a cluster of 15 separate species, C23H67BrN6O15S in total.

Each atom is followed by the atoms it is bonded to, with distances in Å.
Atoms and positions in Å:
1 Br 3.43 -5.23 -0.07  C2 1.952
2 C 5.38 -5.16 -0.11  Br1 1.952, C3 1.519, H19 1.083, H20 1.085
3 C 5.88 -3.97 -0.91  C2 1.519, C4 1.534, H21 1.088, H22 1.090
4 C 5.81 -2.65 -0.13  C3 1.534, C5 1.499, H23 1.087, H24 1.088
5 C 4.48 -1.97 -0.26  C4 1.499, N6 1.331, N18 1.331
6 N 4.03 -1.75 -1.49  C5 1.331, N7 1.309
7 N 2.84 -1.21 -1.62  N6 1.309, C8 1.334
8 C 2.17 -0.90 -0.51  N7 1.334, C9 1.495, N17 1.329
9 C 0.82 -0.28 -0.65  C8 1.495, C10 1.522, H25 1.092, H26 1.086
10 C -0.15 -0.65 0.47  C9 1.522, S11 1.808, H27 1.085, H28 1.088
11 S -0.26 -2.42 0.81  C10 1.808, C12 1.734
12 C -1.46 -2.98 -0.31  S11 1.734, N13 1.294, O16 1.360
13 N -2.72 -2.68 -0.42  C12 1.294, N14 1.384
14 N -3.22 -3.44 -1.46  N13 1.384, C15 1.288
15 C -2.23 -4.14 -1.88  N14 1.288, O16 1.336, H29 1.074
16 O -1.09 -3.92 -1.22  C12 1.360, C15 1.336
17 N 2.65 -1.07 0.72  C8 1.329, N18 1.311
18 N 3.83 -1.63 0.85  C5 1.331, N17 1.311
19 H 5.69 -6.11 -0.54  C2 1.083
20 H 5.69 -5.13 0.93  C2 1.085
21 H 5.27 -3.90 -1.81  C3 1.088
22 H 6.89 -4.17 -1.24  C3 1.090
23 H 6.03 -2.83 0.92  C4 1.087
24 H 6.57 -1.99 -0.54  C4 1.088
25 H 0.97 0.80 -0.59  C9 1.092
26 H 0.41 -0.49 -1.64  C9 1.086
27 H 0.13 -0.17 1.40  C10 1.085
28 H -1.13 -0.26 0.20  C10 1.088
29 H -2.26 -4.85 -2.69  C15 1.074
30 C 7.00 -0.82 3.06  O31 1.425, H32 1.088, H33 1.093, H34 1.094
31 O 5.79 -0.14 3.37  C30 1.425, H35 0.965
32 H 7.81 -0.35 3.61  C30 1.088
33 H 6.95 -1.88 3.36  C30 1.093
34 H 7.21 -0.76 1.99  C30 1.094
35 H 5.10 -0.59 2.87  O31 0.965
36 C -6.71 -4.44 -0.48  O37 1.428, H38 1.088, H39 1.093, H40 1.091
37 O -7.17 -3.13 -0.17  C36 1.428, H41 0.961
38 H -7.57 -5.11 -0.38  C36 1.088
39 H -6.34 -4.50 -1.50  C36 1.093
40 H -5.93 -4.76 0.22  C36 1.091
41 H -6.41 -2.54 -0.26  O37 0.961
42 C 1.00 2.05 3.32  O43 1.426, H44 1.088, H45 1.093, H46 1.093
43 O -0.41 1.89 3.48  C42 1.426, H47 0.963
44 H 1.28 1.60 2.37  C42 1.088
45 H 1.27 3.11 3.31  C42 1.093
46 H 1.55 1.55 4.12  C42 1.093
47 H -0.65 2.29 4.33  O43 0.963
48 C -1.02 2.55 -2.55  O49 1.424, H50 1.088, H51 1.090, H52 1.093
49 O -0.54 2.43 -1.22  C48 1.424, H53 0.961
50 H -0.29 2.07 -3.20  C48 1.088
51 H -1.98 2.05 -2.66  C48 1.090
52 H -1.12 3.60 -2.85  C48 1.093
53 H -1.17 2.86 -0.63  O49 0.961
54 C 8.98 -1.12 -1.94  O55 1.428, H56 1.088, H57 1.092, H58 1.093
55 O 9.02 -1.84 -0.71  C54 1.428, H59 0.961
56 H 8.09 -0.50 -1.93  C54 1.088
57 H 9.86 -0.48 -2.05  C54 1.092
58 H 8.93 -1.81 -2.79  C54 1.093
59 H 9.81 -2.39 -0.72  O55 0.961
60 C -2.70 -0.25 -4.15  O61 1.430, H62 1.088, H63 1.094, H64 1.089
61 O -2.32 -0.41 -2.78  C60 1.430, H65 0.958
62 H -2.51 0.78 -4.42  C60 1.088
63 H -2.11 -0.90 -4.80  C60 1.094
64 H -3.76 -0.46 -4.31  C60 1.089
65 H -2.52 -1.31 -2.54  O61 0.958
66 C 7.40 1.64 0.45  O67 1.424, H68 1.087, H69 1.095, H70 1.095
67 O 6.69 2.32 1.49  C66 1.424, H71 0.966
68 H 7.46 2.32 -0.40  C66 1.087
69 H 8.41 1.37 0.78  C66 1.095
70 H 6.86 0.74 0.15  C66 1.095
71 H 6.58 1.72 2.23  O67 0.966
72 C -3.01 4.83 4.60  O73 1.427, H74 1.086, H75 1.092, H76 1.092
73 O -2.34 3.67 5.13  C72 1.427, H77 0.961
74 H -2.27 5.62 4.54  C72 1.086
75 H -3.40 4.63 3.60  C72 1.092
76 H -3.82 5.15 5.26  C72 1.092
77 H -2.99 2.96 5.18  O73 0.961
78 C -3.10 -5.71 1.86  O79 1.422, H80 1.088, H81 1.094, H82 1.093
79 O -4.52 -5.70 2.01  C78 1.422, H83 0.961
80 H -2.88 -6.17 0.90  C78 1.088
81 H -2.71 -4.69 1.86  C78 1.094
82 H -2.62 -6.30 2.65  C78 1.093
83 H -4.73 -5.28 2.85  O79 0.961
84 C -6.14 7.23 7.09  O85 1.423, H86 1.087, H87 1.094, H88 1.093
85 O -4.82 7.38 6.60  C84 1.423, H89 0.961
86 H -6.77 7.92 6.53  C84 1.087
87 H -6.52 6.21 6.95  C84 1.094
88 H -6.21 7.49 8.15  C84 1.093
89 H -4.25 6.78 7.09  O85 0.961
90 C -6.77 -0.02 -4.70  O91 1.421, H92 1.087, H93 1.091, H94 1.093
91 O -5.81 -0.48 -5.64  C90 1.421, H95 0.962
92 H -6.27 0.08 -3.74  C90 1.087
93 H -7.17 0.95 -5.01  C90 1.091
94 H -7.60 -0.73 -4.59  C90 1.093
95 H -6.26 -0.56 -6.49  O91 0.962
96 C -5.00 2.02 -2.09  O97 1.423, H98 1.088, H99 1.093, H100 1.094
97 O -4.50 2.50 -3.33  C96 1.423, H101 0.962
98 H -4.56 2.64 -1.31  C96 1.088
99 H -6.09 2.10 -2.03  C96 1.093
100 H -4.70 0.98 -1.90  C96 1.094
101 H -4.87 1.95 -4.03  O97 0.962
102 C 8.56 2.95 4.74  O103 1.421, H104 1.087, H105 1.094, H106 1.095
103 O 9.19 3.41 3.55  C102 1.421, H107 0.963
104 H 9.03 3.46 5.57  C102 1.087
105 H 7.49 3.18 4.74  C102 1.094
106 H 8.69 1.87 4.87  C102 1.095
107 H 8.76 2.97 2.81  O103 0.963
108 C -8.90 2.26 -7.66  O109 1.426, H110 1.087, H111 1.092, H112 1.093
109 O -8.32 1.01 -7.30  C108 1.426, H113 0.961
110 H -8.11 3.01 -7.59  C108 1.087
111 H -9.29 2.25 -8.68  C108 1.092
112 H -9.70 2.54 -6.96  C108 1.093
113 H -9.01 0.34 -7.36  O109 0.961

- HOMO energy (eV) = -9.22
- E (eV) = -145459.81218
- Kohn-Sham gap (eV) = 8.617
- strongest force on any atom (eV Å⁻¹) = 0.73

Density functional theory data (ωB97M-V/def2-TZVPD) for the molecule C5H13N3 at a distorted geometry.

Each atom is followed by the atoms it is bonded to, with distances in Å.
Atoms and positions in Å:
1 C 1.87 0.43 1.00  C5 1.516, H11 1.092, H12 1.091, H13 1.091
2 C 0.72 -0.70 -0.94  N3 1.307, N4 1.382, C5 1.462
3 N 0.82 -1.94 -0.54  C2 1.307, H6 1.015
4 N 0.02 -0.52 -2.11  C2 1.382, H8 1.009, H9 1.007
5 C 0.79 0.46 -0.06  C1 1.516, C2 1.462, H10 1.091, C15 1.871
6 H 1.46 -2.05 0.24  N3 1.015
7 H -0.41 -1.66 0.95  N16 1.103
8 H 0.07 -1.31 -2.74  N4 1.009
9 H 0.05 0.39 -2.54  N4 1.007
10 H 0.80 1.40 -0.61  C5 1.091
11 H 2.87 0.42 0.55  C1 1.092
12 H 1.79 1.30 1.66  C1 1.091
13 H 1.80 -0.46 1.63  C1 1.091
14 C -1.85 1.20 0.07  C15 1.515, H19 1.091, H20 1.088, H21 1.091
15 C -0.86 0.34 0.82  C5 1.871, C14 1.515, N16 1.393, H18 1.093
16 N -1.28 -0.98 0.99  H7 1.103, C15 1.393, H17 1.015
17 H -1.78 -1.31 0.18  N16 1.015
18 H -0.56 0.77 1.78  C15 1.093
19 H -1.99 0.81 -0.94  C14 1.091
20 H -1.51 2.24 0.01  C14 1.088
21 H -2.81 1.19 0.59  C14 1.091

- HOMO energy (eV) = -8.74
- relative energy (zero: lowest compared OMol25 entry of this formula, charge and spin) (kcal/mol) = 21.10
- structure (SMILES) = [H]/N=C(/N)[C@H](C)[C@@H](C)N
- E (eV) = -9865.45131
- Kohn-Sham gap (eV) = 9.695
- strongest force on any atom (eV Å⁻¹) = 2.84